# C49H109N6O3

A molecular structure, C49H109N6O3 in a non-equilibrium geometry (the ωB97M-V functional and the def2-TZVPD basis, the Open Molecules 2025 dataset).

Output
max |F| = 0.1445 hartree/bohr
electronic energy = -2484.800877 Ha
net charge = +5
relative energy (zero: lowest compared OMol25 entry of this formula, charge and spin) = 6.1747 eV
LUMO = -7.29 eV
M = 830.45 g mol⁻¹

Last column: Löwdin charge in e.
Element x y z (Å)
O: 0.26476 -0.35980 0.15616  0.0708
C: 0.13977 0.94383 0.28428  -0.9714
O: 1.21864 1.54522 0.52123  -0.0448
O: -0.89351 1.54242 0.04381  -0.0390
H: 1.09330 0.12063 0.22177  -0.0129
C: 5.91178 -4.76849 8.90097  -0.0728
C: 5.36682 -3.30279 8.82435  -0.2062
C: 6.23012 -2.55786 7.81425  -0.1582
N: 5.91634 -1.15781 7.40608  -0.2158
C: 6.03592 -0.10244 8.61296  0.0613
C: 4.45202 -1.01956 6.78997  -0.0823
C: 4.58907 -0.20003 5.50481  -0.1488
C: 6.01605 -0.60987 4.98169  -0.1196
C: 6.84811 -0.53387 6.31000  -0.0782
H: 5.16418 -5.54449 9.06532  0.0780
H: 6.61804 -4.89335 9.72177  0.0843
H: 6.34028 -5.03738 7.93548  0.0710
H: 5.31575 -2.89363 9.83335  0.1116
H: 4.29999 -3.28981 8.60121  0.1039
H: 6.23871 -3.01986 6.82705  0.1344
H: 7.24203 -2.43398 8.19998  0.1447
H: 5.22432 -0.29836 9.31369  0.1008
H: 5.88613 0.82343 8.05761  0.0913
H: 7.02634 -0.01569 9.05976  0.1123
H: 3.77874 -0.62630 7.55163  0.1299
H: 4.07399 -1.96358 6.39752  0.1269
H: 4.50188 0.85767 5.75336  0.1162
H: 3.77060 -0.50459 4.85253  0.1195
H: 6.59653 0.10258 4.39554  0.1177
H: 5.84106 -1.49999 4.37739  0.1197
H: 7.28071 0.40848 6.64605  0.1305
H: 7.63449 -1.21277 5.98015  0.1278
C: 4.71400 -3.78709 -2.24655  -0.1070
C: 3.50459 -3.72970 -3.11567  -0.2533
C: 3.49008 -4.85833 -4.15142  -0.1143
N: 2.16534 -5.41227 -4.67924  -0.2485
C: 1.56050 -6.48451 -3.68607  0.0639
C: 1.17299 -4.23474 -4.94513  -0.0675
C: 1.58857 -3.70279 -6.35351  -0.1596
C: 2.27212 -4.84328 -7.06245  -0.1313
C: 2.38512 -6.08437 -6.06262  -0.0369
H: 4.71135 -4.73692 -1.71185  0.0820
H: 4.74881 -2.95073 -1.54843  0.0922
H: 5.65465 -3.83984 -2.79474  0.0900
H: 3.56084 -2.75248 -3.59526  0.1199
H: 2.66842 -3.74743 -2.41667  0.1138
H: 3.94497 -5.73732 -3.69475  0.1242
H: 4.12450 -4.52149 -4.97126  0.1458
H: 0.73398 -7.02397 -4.14860  0.1022
H: 1.29650 -5.85570 -2.83576  0.1014
H: 2.40390 -7.15240 -3.51091  0.1028
H: 0.16854 -4.64198 -5.06063  0.1272
H: 1.15229 -3.45357 -4.18525  0.1217
H: 0.73600 -3.39924 -6.96105  0.1184
H: 2.14427 -2.76558 -6.32287  0.1170
H: 1.72497 -5.19058 -7.93887  0.1179
H: 3.17676 -4.39946 -7.47808  0.1181
H: 1.52019 -6.73113 -6.20988  0.1218
H: 3.26174 -6.72497 -5.96626  0.1380
C: 4.95975 6.86938 -0.92648  -0.0733
C: 5.56843 8.11885 -1.61838  -0.2450
C: 6.04279 9.10136 -0.61669  -0.1122
N: 6.94837 10.36807 -1.12617  -0.1913
C: 6.37486 11.14453 -2.35761  0.0701
C: 8.41845 9.92396 -1.37761  -0.0907
C: 9.24338 11.18487 -1.18884  -0.1798
C: 8.46794 12.11352 -0.35294  -0.1595
C: 7.24413 11.25493 0.08201  -0.1089
H: 4.25251 6.38505 -1.59979  0.0812
H: 4.22690 7.18335 -0.18321  0.0743
H: 5.64501 6.24104 -0.35753  0.0860
H: 4.84666 8.66089 -2.22940  0.1118
H: 6.41467 7.83130 -2.24232  0.1138
H: 6.50694 8.59858 0.23178  0.1305
H: 5.20531 9.62970 -0.16110  0.1297
H: 7.06443 11.94476 -2.62633  0.1044
H: 5.38025 11.50611 -2.09664  0.1105
H: 6.35443 10.44203 -3.19079  0.1014
H: 8.50352 9.39129 -2.32477  0.1339
H: 8.63643 9.19049 -0.60135  0.1311
H: 9.55405 11.54533 -2.16948  0.1275
H: 10.17712 10.97710 -0.66627  0.1311
H: 8.16551 13.05205 -0.81749  0.1227
H: 9.06155 12.38799 0.51906  0.1286
H: 6.43608 11.91218 0.40320  0.1349
H: 7.48726 10.73311 1.00760  0.1371
C: -6.24871 6.11283 0.12357  -0.0631
C: -6.04013 6.63085 -1.34111  -0.2191
C: -4.86014 7.52193 -1.83680  -0.0609
N: -4.62305 7.53675 -3.41231  -0.2387
C: -5.88077 8.06879 -4.14294  0.0395
C: -4.07868 6.26438 -4.02758  -0.1122
C: -2.62207 6.13295 -3.59194  -0.1282
C: -2.22026 7.61123 -3.44675  -0.1436
C: -3.46324 8.46859 -3.75900  -0.1067
H: -6.36498 6.99292 0.75604  0.0802
H: -5.41542 5.47202 0.41186  0.0759
H: -7.25632 5.69941 0.16710  0.0797
H: -6.95426 7.21362 -1.45458  0.1032
H: -6.04950 5.87091 -2.12245  0.0900
H: -3.98958 7.06537 -1.36587  0.1235
H: -4.84967 8.56848 -1.53226  0.1346
H: -6.13121 9.02952 -3.69307  0.1125
H: -6.70572 7.36209 -4.05284  0.1053
H: -5.68776 8.29548 -5.19150  0.1071
H: -4.12787 6.42080 -5.10518  0.1414
H: -4.64331 5.39710 -3.68535  0.1271
H: -2.12215 5.63600 -4.42334  0.1247
H: -2.44261 5.69052 -2.61206  0.1209
H: -1.54793 7.86360 -4.26673  0.1164
H: -1.73116 7.92027 -2.52297  0.1197
H: -3.50695 8.66224 -4.83078  0.1292
H: -3.60927 9.46317 -3.33759  0.1414
C: -4.02105 0.10257 -4.83233  -0.1035
C: -4.43410 -0.15306 -3.41470  -0.2357
C: -5.48216 -1.25992 -3.17184  -0.0871
N: -6.03668 -1.44075 -1.71473  -0.2274
C: -5.02521 -2.19730 -0.85343  0.0244
C: -6.48898 -0.14623 -1.00034  -0.0830
C: -7.30087 -0.64930 0.22698  -0.1566
C: -8.16476 -1.74354 -0.34923  -0.1451
C: -7.40350 -2.23649 -1.60592  -0.0607
H: -4.63517 0.78386 -5.42123  0.0797
H: -3.98891 -0.80686 -5.43234  0.0829
H: -3.08816 0.66586 -4.85468  0.0863
H: -4.64273 0.82298 -2.97663  0.1142
H: -3.55286 -0.51239 -2.88329  0.1114
H: -5.23723 -2.28698 -3.44249  0.1295
H: -6.29682 -1.04565 -3.86358  0.1296
H: -5.30974 -2.52446 0.14662  0.1094
H: -4.25420 -1.43326 -0.75398  0.1087
H: -4.59422 -2.99177 -1.46267  0.1044
H: -5.60906 0.45509 -0.77177  0.1344
H: -7.24587 0.34854 -1.60896  0.1413
H: -6.61304 -1.03948 0.97714  0.1087
H: -7.89875 0.17640 0.61277  0.1300
H: -8.30398 -2.52344 0.39941  0.1215
H: -9.15164 -1.36234 -0.61161  0.1261
H: -7.10848 -3.28519 -1.64166  0.1269
H: -7.99657 -1.96074 -2.47790  0.1274
C: -3.04546 -6.65351 3.30766  -0.0899
C: -3.55882 -7.87273 2.52072  -0.2153
C: -3.82752 -9.17294 3.43200  -0.0504
N: -4.84774 -10.22427 2.75609  -0.1916
C: -4.56551 -10.63096 1.23019  0.0590
C: -6.34560 -9.74690 2.75304  -0.0933
C: -7.05971 -11.02461 3.15952  -0.1532
C: -6.16784 -11.58306 4.26363  -0.1459
C: -4.84242 -11.45695 3.64432  -0.1488
H: -2.84847 -5.81043 2.64546  0.0763
H: -2.10756 -6.95921 3.77133  0.0781
H: -3.71185 -6.39782 4.13144  0.0809
H: -2.96623 -8.17002 1.65553  0.1002
H: -4.54287 -7.63673 2.11570  0.0896
H: -4.14378 -8.87493 4.43164  0.1296
H: -2.96380 -9.82117 3.57995  0.1168
H: -4.84020 -9.81102 0.56661  0.0920
H: -5.02915 -11.58970 0.99791  0.1069
H: -3.48398 -10.72614 1.13360  0.0983
H: -6.56673 -9.14491 1.87168  0.1246
H: -6.38143 -8.99432 3.54072  0.1267
H: -7.35853 -11.64901 2.31754  0.1308
H: -7.99894 -10.68228 3.59398  0.1291
H: -6.52036 -12.61045 4.35483  0.1397
H: -6.33491 -11.04583 5.19720  0.1356
H: -4.66271 -12.35481 3.05301  0.1375
H: -4.01610 -11.51115 4.35309  0.1368